An isolated molecule of C11H13NOS at a distorted geometry, computed with ωB97M-V/def2-TZVPD.

Properties
ΔE to the lowest compared entry with this formula, charge and spin, kcal per mole: 124.48
E, eV: -25985.602
Frontier orbital gap (alpha / beta), eV: 6.875 / 6.944
Net charge: 0
E_LUMO (alpha / beta), eV: -1.11 / -1.12

XYZ file:
```
27
C11H13NOS (ωB97M-V/def2-TZVPD)
C 0.73 -0.20 -0.05
C 1.81 4.08 -0.27
C 1.62 4.00 -1.68
C 1.11 3.24 0.47
C 0.75 3.11 -2.21
C 0.29 2.09 0.05
C 0.00 2.17 -1.42
C -0.15 -2.93 1.46
C -1.74 -1.58 0.05
C 0.49 -1.39 -0.55
C -0.47 -2.37 0.05
N 1.04 0.89 0.43
O -1.09 1.16 -3.49
S -1.11 1.02 -2.03
H 2.52 4.84 0.25
H 2.17 4.66 -2.50
H 1.39 3.16 1.57
H 0.44 3.21 -3.26
H -0.75 1.94 0.57
H -0.48 -3.96 1.57
H -0.61 -2.38 2.35
H 1.03 -3.01 1.66
H -1.90 -1.13 -0.89
H -2.43 -2.35 0.23
H -1.77 -0.91 0.92
H 0.92 -1.48 -1.53
H -0.56 -3.30 -0.59
```

***

A structure of composition C13H10Br2N4O7P2SeTc at a distorted geometry, computed with ωB97M-V/def2-TZVPD.

Properties
ΔE to the lowest compared entry with this formula, charge and spin, kcal per mole: 3.50
E, eV: -260134.879
Frontier orbital gap (alpha / beta), eV: 6.665 / 5.960
Multiplicity: 4
Net charge: +2
⟨S²⟩: 3.77
E_LUMO (alpha / beta), eV: -8.56 / -9.28

XYZ file:
```
40
C13H10Br2N4O7P2SeTc (ωB97M-V/def2-TZVPD)
Tc -0.09 -0.02 0.36
Se 2.16 6.83 2.88
N 2.60 5.19 3.30
C 1.96 4.38 2.51
C 2.05 2.93 2.57
C 2.83 2.21 3.48
C 2.79 0.82 3.45
C 1.99 0.18 2.51
N 1.26 0.87 1.63
C 1.29 2.22 1.65
C 0.45 2.86 0.68
N -0.23 2.01 -0.14
C -1.10 2.51 -1.02
C -1.29 3.88 -1.14
C -0.58 4.76 -0.34
C 0.31 4.24 0.61
C 1.09 5.02 1.54
N 1.08 6.33 1.59
H 3.43 2.73 4.21
H 3.38 0.23 4.14
H 1.94 -0.90 2.47
H -1.65 1.82 -1.64
H -2.00 4.25 -1.87
H -0.72 5.83 -0.42
O -0.78 -1.52 2.63
P -2.20 -0.81 2.30
O -3.01 -0.50 3.45
O -1.66 0.38 1.42
O -2.88 -1.78 1.23
P -2.10 -2.58 0.07
O -1.50 -3.83 0.81
O -2.85 -2.81 -1.15
O -0.82 -1.67 -0.17
H -0.82 -2.07 3.43
H -1.93 -4.67 0.54
Br 1.86 -0.73 -1.21
C 0.87 -1.57 -2.69
Br -0.51 -0.40 -3.30
H 0.44 -2.48 -2.30
H 1.59 -1.74 -3.48
```